No. 1
Molecular formula: C30H30AsBr4GeInN2O8S
Method: DFT, ωB97M-V with the def2-TZVPD basis set

The geometry in XYZ format:
```
78
Properties=species:S:1:pos:R:3
In -0.951 -0.222 0.466
Br 2.308 -0.461 -3.344
Br -1.647 4.352 -1.690
Br 1.814 2.163 -5.504
Br 0.452 4.847 -4.273
As -0.261 2.041 3.067
Ge 2.281 0.673 1.868
S -2.535 -0.573 2.846
O -2.627 0.547 1.878
O -1.329 2.929 2.034
O -3.676 -1.410 2.985
O 0.370 0.701 2.099
O -1.291 -1.317 2.494
O 0.627 -0.225 -0.902
O 1.064 2.806 3.582
O -1.146 1.753 -0.338
N -2.248 -1.383 -0.633
N -2.140 -2.245 -2.808
C -0.492 -3.096 -1.061
C 3.111 -1.720 0.422
C -1.644 -2.171 -1.561
C 2.605 -3.430 2.588
C 3.264 -3.094 0.264
C 2.744 2.119 0.568
C -1.256 -2.737 -5.063
C -0.364 1.882 -1.395
C -1.766 -3.285 -3.786
C -2.706 0.081 -3.438
C -0.497 2.992 -2.238
C -1.351 1.255 4.500
C 2.413 -2.072 2.742
C 3.097 3.926 -1.570
C -1.602 1.055 6.928
C 1.027 2.050 -3.806
C 3.861 2.749 -1.506
C 1.143 0.925 -2.950
C 0.290 3.142 -3.371
C -2.804 -0.390 5.480
C 2.066 3.332 0.553
C 3.656 1.829 -0.462
C -1.006 1.663 5.840
C 2.991 -3.940 1.344
C -2.550 0.065 6.732
C 2.280 4.263 -0.476
C -3.216 -1.311 -3.219
C 2.706 -1.223 1.666
C 0.488 0.818 -1.747
C -2.203 0.192 4.400
H 0.297 -3.169 -1.783
H -0.932 -4.038 -0.796
H 4.193 0.881 -0.456
H -3.051 -0.822 -0.928
H -1.266 1.343 7.914
H 2.693 0.984 3.259
H -3.655 -1.731 -4.139
H 3.550 -3.475 -0.691
H -1.894 0.068 -4.177
H 1.402 3.520 1.410
H -0.199 2.444 6.022
H 4.478 2.454 -2.318
H -3.476 -1.228 5.334
H 2.154 -1.675 3.721
H -0.274 -2.308 -4.898
H -0.014 -2.662 -0.178
H -2.628 -3.869 -3.958
H -3.562 0.656 -3.857
H -2.295 0.581 -2.529
H 1.720 5.200 -0.537
H -4.092 -1.333 -2.499
H -1.322 2.668 1.107
H 3.191 -1.062 -0.420
H -0.992 -3.889 -3.270
H -1.870 -1.887 -5.433
H -1.198 -3.449 -5.875
H -3.000 -0.441 7.570
H 3.149 4.493 -2.479
H 2.984 -5.001 1.263
H 2.556 -4.098 3.419
```

The gap between HOMO and LUMO comes out at 7.8 eV. As for the max |F|: 2.61 eV/A. The value obtained for the total energy is -464492.07550 eV. The LUMO energy comes out at 0.05 eV. As for the charge: 0.

No. 2
Molecular formula: C30H30AsBrN2O2STc
Method: DFT, ωB97M-V with the def2-TZVPD basis set

The geometry in XYZ format:
```
68
Properties=species:S:1:pos:R:3
Tc 1.663 2.722 -1.339
Br 4.322 0.375 -0.435
As -0.625 1.367 0.930
S 1.623 4.108 0.307
O 1.142 2.704 -5.338
O 1.083 3.185 -3.158
N 0.581 1.228 -0.522
N 2.963 1.508 -2.558
C 1.412 -0.989 6.433
C -3.757 1.300 0.162
C 1.848 0.225 4.280
C 0.964 -0.427 5.121
C 4.938 0.283 -3.193
C 4.047 0.780 -2.265
C 4.694 0.524 -4.544
C -3.078 -0.040 0.091
C -4.238 -3.580 -0.639
C -2.287 -0.010 3.294
C 0.576 -0.427 -2.301
C -3.363 -2.411 -0.304
C 3.552 1.232 -4.881
C -1.067 -0.293 -4.048
C -1.674 0.773 -3.400
C -1.166 1.236 -2.207
C -1.201 -1.524 0.356
C 0.116 0.615 2.641
C 2.452 1.527 2.283
C -0.805 0.043 3.531
C -3.871 -1.126 -0.259
C 1.545 2.586 -4.196
C -0.011 0.662 -1.655
C 0.216 -1.838 0.731
C 1.441 0.754 3.063
C 0.048 -0.894 -3.491
C 2.723 1.705 -3.880
C -2.021 -2.586 -0.001
C -0.361 -0.496 4.729
C -1.728 -0.228 0.407
H -2.533 1.258 -3.839
H -1.619 2.076 -1.691
H 0.568 -2.716 0.190
H 0.514 -1.734 -3.988
H -2.801 0.068 4.250
H 0.571 -1.413 6.974
H -1.478 -0.660 -4.974
H -2.575 -0.958 2.838
H 5.797 -0.280 -2.860
H 0.271 -2.061 1.800
H -1.608 -3.585 -0.023
H -1.081 -0.959 5.389
H 2.876 0.353 4.583
H -3.885 -4.078 -1.540
H 3.276 1.440 -5.903
H 2.159 -1.766 6.278
H -4.230 1.535 -0.790
H -4.916 -0.960 -0.479
H -4.225 -4.309 0.169
H -3.052 2.095 0.417
H 1.866 -0.214 7.049
H -4.540 1.274 0.920
H 0.882 -1.003 0.525
H 2.483 2.552 2.660
H -5.265 -3.261 -0.798
H 5.372 0.156 -5.298
H 3.446 1.096 2.392
H -2.613 0.808 2.650
H 2.197 1.571 1.224
H 1.447 -0.898 -1.867
```

The gap between HOMO and LUMO (spin up / spin down) comes out at 6.1 / 6.4 eV. As for the max |F|: 3.51 eV/A. The value obtained for the total energy is -182586.67439 eV. Its spin multiplicity is 2. The expectation value of S² is 1.15. The LUMO energy (spin up / spin down) comes out at -1.39 / -1.36 eV. As for the charge: 0.

No. 3
Molecular formula: C30H30AsCoF8N6
Method: DFT, ωB97M-V with the def2-TZVPD basis set

The geometry in XYZ format:
```
76
Properties=species:S:1:pos:R:3
As 0.498 -1.194 -1.973
Co 1.045 -1.342 0.399
F -4.464 2.834 2.563
F -0.900 -2.254 0.589
F 0.952 -2.845 4.905
F -5.128 5.202 1.619
F -1.419 5.045 -1.358
F -3.326 -2.923 1.553
F -0.756 2.689 -0.406
F -1.426 -3.514 5.821
N 3.073 -0.923 0.563
N -2.223 7.855 -2.087
N -5.560 7.993 0.490
N -3.364 0.091 3.532
N -0.008 0.202 1.056
N 1.260 -2.202 2.026
C -2.821 7.243 -1.322
C 3.866 -1.121 -0.671
C -2.292 -2.929 2.398
C 0.112 -2.542 2.691
C 1.443 -0.319 -3.438
C -3.712 3.397 1.630
C -2.134 4.535 -0.372
C -2.875 0.760 2.738
C -0.102 -4.073 -1.811
C -4.703 7.312 0.147
C 2.509 -1.964 2.723
C -4.050 4.606 1.150
C -1.294 -0.426 -2.128
C -1.327 -3.220 4.525
C -2.531 2.676 1.186
C -2.458 -3.257 3.730
C 2.828 1.554 0.068
C 3.257 0.474 1.043
C -3.275 5.298 0.126
C -1.050 -2.583 1.923
C -0.076 -2.868 4.040
C -0.979 0.762 1.320
C 3.798 -2.530 -1.238
C 1.498 1.201 -3.366
C -1.966 -0.556 -3.488
C -3.584 6.544 -0.324
C -1.799 3.334 0.119
C 3.555 -1.840 1.637
C 0.344 -2.973 -2.764
C -2.156 1.478 1.724
H 2.761 2.504 0.598
H 3.721 -2.821 1.197
H 4.910 -0.856 -0.462
H 2.476 -1.057 3.339
H 0.528 -4.122 -0.920
H -2.199 -1.594 -3.723
H 2.442 -0.759 -3.473
H 1.939 1.607 -4.276
H 4.508 -1.477 2.037
H 0.502 1.637 -3.268
H 4.454 -3.225 -0.718
H 3.496 -0.403 -1.404
H 1.334 -3.184 -3.175
H -1.895 -0.897 -1.346
H 2.784 -2.936 -1.191
H 2.775 -2.783 3.391
H -3.423 -3.513 4.136
H -2.906 -0.005 -3.503
H -0.046 -5.042 -2.307
H 4.108 -2.517 -2.283
H -1.345 -0.159 -4.292
H 3.545 1.688 -0.741
H 2.696 0.566 1.972
H 1.850 1.342 -0.361
H 4.316 0.606 1.295
H 0.930 -0.643 -4.346
H -0.335 -2.881 -3.612
H 2.097 1.548 -2.526
H -1.129 -3.929 -1.479
H -1.178 0.624 -1.846
```

The gap between HOMO and LUMO (spin up / spin down) comes out at 4.5 / 4.6 eV. As for the max |F|: 1.08 eV/A. The value obtained for the total energy is -160732.41702 eV. Its spin multiplicity is 2. The expectation value of S² is 0.79. The LUMO energy (spin up / spin down) comes out at -5.94 / -5.95 eV. As for the charge: +1.

No. 4
Molecular formula: C30H30BrF6IrN7O6
Method: DFT, ωB97M-V with the def2-TZVPD basis set

The geometry in XYZ format:
```
81
Properties=species:S:1:pos:R:3
Ir -1.026 -0.863 0.362
Br 6.285 2.965 2.286
F -4.987 1.459 -0.572
F -3.235 1.130 3.247
F -3.772 -0.347 -0.613
F -3.005 1.479 -1.462
F -5.113 1.333 2.183
F -3.978 -0.519 2.058
O -1.812 0.875 0.931
O 0.816 1.542 0.491
O 1.753 0.370 2.636
O 1.191 -1.368 0.067
O -1.696 -2.252 1.957
O -0.437 -3.389 0.028
N 2.933 -2.459 -0.860
N -2.945 -2.791 -5.509
N -1.357 -1.083 -1.747
N 0.874 3.034 -1.318
N 2.517 4.429 -1.801
N -2.264 -4.146 3.030
N -2.651 1.683 -4.753
C -2.552 0.570 -4.472
C -2.368 -0.763 -4.063
C 0.267 5.470 -4.560
C 1.989 1.853 0.866
C 3.525 -3.659 -1.435
C -3.084 -3.433 4.007
C 0.479 3.760 -2.428
C 0.807 -3.647 -0.575
C -0.888 -4.295 1.009
C 3.851 1.547 2.452
C 1.430 5.529 -3.814
C 4.561 2.500 1.748
C -2.679 -1.872 -4.866
C -0.772 4.572 -4.256
C 4.016 3.159 0.616
C -1.841 -0.969 -2.793
C 1.514 4.651 -2.742
C -1.659 -3.494 2.052
C 2.206 -0.279 3.831
C 3.823 -1.317 -0.719
C -3.089 1.385 0.899
C 2.082 3.457 -0.977
C 1.675 -2.397 -0.436
C -2.281 -5.598 3.133
C -3.877 0.826 2.110
C 2.758 2.852 0.175
C -0.688 3.706 -3.189
C -3.746 0.991 -0.441
C -3.022 2.914 1.004
C 2.561 1.219 2.042
H -1.531 -5.061 0.565
H 2.782 -4.265 -1.946
H 4.262 -3.357 -2.177
H -4.072 -3.892 4.038
H 4.627 3.903 0.124
H 0.663 -3.885 -1.633
H -3.158 -6.010 2.631
H -2.461 3.309 0.160
H 4.297 1.084 3.321
H -3.175 -2.393 3.718
H 2.226 6.219 -4.055
H 0.150 6.132 -5.407
H 1.369 -0.882 4.161
H 4.024 -4.259 -0.672
H 0.562 2.267 -0.435
H 4.725 -1.623 -0.188
H -1.484 3.013 -2.955
H -2.505 3.175 1.925
H 1.309 -4.503 -0.115
H -4.014 3.362 1.013
H -1.654 4.565 -4.879
H -2.326 -5.864 4.188
H 2.456 0.464 4.590
H 3.395 4.918 -1.749
H 3.069 -0.909 3.608
H 4.105 -0.940 -1.703
H -1.378 -6.042 2.721
H -2.627 -3.510 4.994
H -0.046 -4.800 1.498
H 3.317 -0.535 -0.160
```

The gap between HOMO and LUMO (spin up / spin down) comes out at 7.9 / 5.2 eV. As for the max |F|: 1.42 eV/A. The value obtained for the total energy is -143480.69020 eV. Its spin multiplicity is 6. The expectation value of S² is 8.82. The LUMO energy (spin up / spin down) comes out at -5.24 / -8.20 eV. As for the charge: +2.

No. 5
Molecular formula: C30H30BrF6IrN7O6
Method: DFT, ωB97M-V with the def2-TZVPD basis set

The geometry in XYZ format:
```
81
Properties=species:S:1:pos:R:3
Ir 1.016 -0.649 0.363
Br -1.454 -1.160 -6.879
F 5.264 -2.645 0.502
F 3.421 -4.491 2.633
F 4.859 -4.772 0.412
F 3.810 -2.360 2.636
F 1.783 -3.083 2.677
F 4.391 -3.499 -1.277
O -1.636 -0.139 -0.954
O 1.733 0.395 2.551
O 2.891 0.600 0.151
O 2.609 -2.061 0.110
O 0.254 1.526 0.622
O 0.597 -1.081 -2.075
N -3.989 1.560 -1.575
N -0.383 3.280 1.889
N -3.110 -4.349 3.879
N -5.097 0.668 -3.311
N 5.000 0.554 0.949
N -0.202 -2.121 1.114
N -3.262 0.029 2.340
C -2.905 -1.057 2.508
C -1.643 -0.262 -2.304
C -2.733 0.082 -3.137
C -7.346 1.630 -2.811
C -1.023 3.934 0.753
C -2.742 -3.438 3.281
C 2.038 -4.440 0.107
C -7.986 2.439 -1.918
C -0.475 -0.797 -2.878
C 2.945 -3.303 0.590
C -1.554 -0.775 -5.035
C -7.299 3.033 -0.830
C -2.685 -0.222 -4.506
C -5.938 2.818 -0.599
C -0.439 -1.034 -4.241
C 3.147 0.571 2.540
C -5.288 2.000 -1.486
C 4.391 -3.575 0.064
C -3.921 0.751 -2.673
C 3.692 0.573 1.111
C -1.133 -2.286 1.806
C 5.567 0.415 -0.389
C -5.961 1.400 -2.608
C -0.627 3.898 3.186
C 1.822 -1.412 -2.763
C 0.946 1.507 2.919
C 0.241 2.119 1.716
C -2.282 -2.321 2.553
C 2.998 -3.327 2.148
C 5.961 0.505 2.041
H -0.795 3.389 -0.157
H 1.013 -4.236 0.405
H 2.113 -0.601 -3.432
H -5.434 3.269 0.243
H -3.227 1.894 -1.009
H -3.543 0.008 -5.122
H -0.701 4.975 3.061
H 6.355 1.151 -0.539
H -2.105 3.983 0.898
H 3.427 1.496 3.047
H -9.042 2.637 -2.035
H 0.168 3.692 3.896
H 2.563 -1.545 -1.981
H -7.845 3.678 -0.155
H 6.844 1.074 1.757
H 5.997 -0.581 -0.503
H 5.565 0.928 2.960
H 2.360 -5.393 0.521
H 1.562 2.261 3.410
H -1.567 3.536 3.610
H -2.518 -0.004 -0.569
H 3.573 -0.273 3.079
H -0.647 4.951 0.649
H 2.085 -4.486 -0.979
H 0.186 1.148 3.618
H 0.443 -1.447 -4.709
H -7.865 1.175 -3.643
H 4.793 0.559 -1.134
H 6.273 -0.524 2.228
H 1.711 -2.342 -3.320
```

The gap between HOMO and LUMO (spin up / spin down) comes out at 7.5 / 4.6 eV. As for the max |F|: 1.18 eV/A. The value obtained for the total energy is -143479.35683 eV. Its spin multiplicity is 6. The expectation value of S² is 8.82. The LUMO energy (spin up / spin down) comes out at -5.85 / -9.03 eV. As for the charge: +2.

No. 6
Molecular formula: C30H30BrF6IrN7O6
Method: DFT, ωB97M-V with the def2-TZVPD basis set

The geometry in XYZ format:
```
81
Properties=species:S:1:pos:R:3
Ir -1.294 -0.187 -0.546
Br 4.248 -2.039 -5.624
F -2.233 -3.565 1.568
F -5.013 -3.578 -1.490
F -4.158 -2.686 1.222
F -3.835 -4.754 0.776
F -3.715 -2.450 -2.786
F -4.522 -1.536 -1.029
O -0.362 1.456 0.853
O -1.825 -2.225 -0.639
O -1.509 -0.648 2.029
O 0.025 -0.913 -2.707
O -3.331 0.462 0.418
O 1.477 0.071 -0.732
N 3.806 0.773 0.259
N 5.693 0.189 -0.778
N 1.239 3.321 -4.073
N -1.716 1.331 -1.880
N -5.061 0.144 1.796
N -2.822 5.169 -4.037
N 0.948 1.979 2.597
C 1.379 3.200 1.933
C 4.161 -0.899 -3.023
C 1.550 1.647 3.871
C 2.127 -0.404 -1.791
C -3.263 -3.559 0.720
C -0.386 -0.101 2.680
C -3.766 0.090 1.522
C -1.200 3.338 -3.326
C 0.077 1.187 1.984
C -0.789 -1.454 -3.743
C 0.139 3.368 -3.746
C -2.783 -0.379 2.599
C -5.679 -0.181 3.056
C 2.004 -1.454 -3.980
C 7.319 1.169 0.882
C 6.141 2.276 2.703
C 3.397 -1.408 -4.058
C 6.077 0.849 0.357
C 1.364 -0.949 -2.864
C -4.029 -2.684 -1.507
C 4.330 0.171 -0.806
C 3.544 -0.393 -1.880
C -2.104 4.334 -3.716
C -5.984 0.630 0.792
C -2.252 -4.460 -1.391
C -1.532 2.275 -2.534
C 7.332 1.889 2.062
C 4.859 1.220 1.001
C 4.908 1.948 2.198
C -2.778 -3.174 -0.715
H 4.007 2.243 2.703
H 2.202 0.776 3.780
H 0.695 3.417 1.115
H -5.928 0.737 3.595
H -3.012 -5.239 -1.378
H -6.511 -0.205 0.329
H -5.050 -0.804 3.681
H -2.724 0.408 3.360
H 8.238 0.875 0.403
H 6.215 2.847 3.614
H 2.156 0.470 -0.105
H 6.321 -0.211 -1.456
H 5.232 -0.887 -3.130
H -1.371 -4.803 -0.857
H 8.276 2.168 2.502
H 2.138 2.491 4.224
H -0.552 -1.004 -4.710
H -3.127 -1.308 3.066
H -0.590 0.064 3.743
H -6.714 1.287 1.261
H -5.443 1.166 0.017
H -1.980 -4.236 -2.417
H 1.449 -1.884 -4.797
H -1.816 -1.220 -3.473
H 2.384 3.088 1.524
H -6.608 -0.718 2.867
H -0.662 -2.538 -3.796
H 1.371 4.031 2.639
H 0.410 -0.852 2.592
H 0.791 1.436 4.625
```

The gap between HOMO and LUMO (spin up / spin down) comes out at 7.9 / 4.3 eV. As for the max |F|: 2.40 eV/A. The value obtained for the total energy is -143479.75023 eV. Its spin multiplicity is 6. The expectation value of S² is 8.82. The LUMO energy (spin up / spin down) comes out at -5.99 / -9.37 eV. As for the charge: +2.